Entry 1:
The following is a quantum chemistry calculation of the molecule C15H20N4O5S in a non-equilibrium geometry, from OMol25.

Positions of all 45 atoms, in Å:
C -6.95 -0.78 0.52
H -7.39 -0.53 1.48
C -5.53 -1.30 0.71
C -4.91 -1.65 -0.64
H -5.45 -2.47 -1.11
H -4.89 -0.79 -1.30
S -3.21 -2.29 -0.47
C -2.21 -0.89 -0.18
C -0.90 -1.10 0.17
C 0.05 -0.07 0.40
N 1.29 -0.38 0.78
C 1.87 -1.70 0.86
H 1.92 -2.16 -0.13
C 3.28 -1.58 1.43
H 3.79 -2.55 1.35
H 3.26 -1.25 2.47
O 4.03 -0.59 0.74
C 4.44 -0.87 -0.51
O 4.20 -1.92 -1.05
C 5.19 0.29 -1.10
C 6.47 0.59 -0.32
C 7.46 -0.58 -0.37
H 7.73 -0.80 -1.40
H 7.02 -1.47 0.06
H 8.36 -0.34 0.18
H 6.21 0.80 0.72
H 6.94 1.48 -0.74
H 5.43 0.05 -2.14
H 4.54 1.16 -1.07
H 1.28 -2.34 1.52
H 1.94 0.41 0.86
C -0.33 1.29 0.24
C -1.68 1.54 -0.10
N -2.33 2.66 -0.30
O -3.59 2.33 -0.61
N -3.78 1.01 -0.61
C -2.63 0.46 -0.31
N 0.54 2.37 0.37
O 0.12 3.50 0.20
O 1.73 2.15 0.64
H -0.57 -2.12 0.26
H -4.92 -0.54 1.19
H -5.54 -2.19 1.35
H -6.94 0.12 -0.10
H -7.57 -1.53 0.03

HOMO in eV: -8.61
Energy above the lowest of the compared OMol25 structures with the same formula, charge and spin in kcal/mol: 6.81
Frontier orbital gap in eV: 7.54
Total charge: 0
SMILES: CCCSc1cc(NCCOC(=O)CCC)c([N+](=O)[O-])c2nonc12

Entry 2:
The following is a quantum chemistry calculation of a structure of composition C15H20N8OPtS2, from OMol25.

Positions of all 47 atoms, in Å:
Pt -0.86 -0.34 -0.30
C 3.41 -1.93 -0.63
C 2.37 -0.84 -0.68
N 1.92 -0.13 0.27
N 2.26 -0.37 1.55
C 1.70 0.42 2.52
N 1.93 -0.04 3.76
S 0.86 1.82 2.23
C 1.72 -0.55 -1.98
C 2.43 -0.61 -3.18
C 1.80 -0.32 -4.37
C 0.46 0.02 -4.35
C -0.19 0.04 -3.14
N 0.42 -0.23 -1.98
H 3.68 -2.21 0.38
H 4.32 -1.60 -1.14
H 3.05 -2.82 -1.14
H 2.69 -1.25 1.82
H 2.19 -1.01 3.91
H 1.48 0.45 4.52
H 3.48 -0.88 -3.16
H 2.35 -0.36 -5.30
H -0.09 0.25 -5.26
H -1.25 0.27 -3.07
C -2.63 0.91 1.66
C -2.24 2.00 0.66
C -3.31 2.13 -0.48
C -2.06 3.36 1.32
C -1.08 1.51 -0.11
H -3.70 0.94 1.89
H -2.05 1.05 2.57
H -2.08 -1.05 1.85
H -4.21 2.52 -0.02
H -3.54 1.16 -0.92
H -2.98 2.83 -1.25
H -3.01 3.67 1.77
H -1.78 4.11 0.58
H -1.31 3.33 2.10
H -0.46 2.27 -0.60
N 2.70 -3.23 2.55
C 1.91 -3.61 1.79
N 1.02 -4.06 0.93
C 0.27 -3.16 0.38
N -0.42 -2.40 -0.16
O -5.01 -0.40 0.86
S -3.87 -1.20 0.25
N -2.31 -0.42 1.09

HOMO in eV: -6.01
Energy above the lowest of the compared OMol25 structures with the same formula, charge and spin in kcal/mol: 0.00
Frontier orbital gap in eV: 5.06
Total charge: 0

Entry 3:
The following is a quantum chemistry calculation of a structure of composition C15H21AuBF4GeN2O7 in a non-equilibrium geometry, from OMol25.

Positions of all 52 atoms, in Å:
Au -1.05 -2.32 -1.37
O 2.79 -1.31 -1.93
C 1.81 -1.40 -1.27
O 0.59 -0.96 -1.73
C 1.86 -1.89 0.16
C 3.10 -2.11 0.67
C 3.25 -2.47 2.02
C 2.19 -2.57 2.92
C 0.94 -2.32 2.43
C 0.70 -2.09 1.02
O -0.49 -2.15 0.61
N -0.20 -2.33 3.36
O -1.02 -1.45 3.19
O -0.23 -3.22 4.17
N 4.62 -2.74 2.53
O 5.53 -2.52 1.76
O 4.71 -2.98 3.71
H 3.98 -2.00 0.06
H 2.35 -2.83 3.95
C 1.63 5.31 0.93
C 1.49 3.80 0.99
C 1.04 3.20 -0.33
C 0.86 1.67 -0.25
Ge 0.37 0.96 -1.98
C -1.47 1.09 -2.55
C -2.55 1.36 -1.49
C -3.05 0.13 -0.76
C -4.20 0.43 0.20
H 1.96 5.71 1.88
H 0.68 5.78 0.68
H 2.36 5.60 0.17
H 0.77 3.52 1.77
H 2.44 3.34 1.28
H 1.77 3.44 -1.11
H 0.10 3.67 -0.64
H 0.08 1.43 0.49
H 1.79 1.21 0.09
H 1.38 1.23 -3.09
H -1.72 0.23 -3.18
H -1.44 1.93 -3.25
H -3.40 1.84 -1.98
H -2.18 2.08 -0.75
H -2.22 -0.31 -0.17
H -3.38 -0.61 -1.49
H -3.94 1.25 0.87
H -4.45 -0.44 0.81
H -5.09 0.72 -0.36
F -3.14 -4.85 -3.21
B -3.12 -3.65 -2.65
F -4.19 -2.85 -2.72
F -1.93 -2.85 -3.21
F -2.67 -3.72 -1.23

Multiplicity: 3
HOMO (alpha / beta) in eV: -13.97 / -13.97
Frontier orbital gap (alpha / beta) in eV: 9.08 / 5.83
Total charge: +1
Expectation value of S²: 2.045

Entry 4:
The following is a quantum chemistry calculation of a cluster of 2 separate species, C15H21BCl4O3Si in total in a non-equilibrium geometry, from OMol25.

Positions of all 45 atoms, in Å:
Cl 4.68 3.51 3.39
B 3.89 1.85 3.37
Cl 4.43 0.83 1.88
Cl 4.23 0.88 4.94
O 2.41 2.08 3.27
C 1.56 1.13 3.26
C 0.15 1.40 3.24
C -0.73 0.31 3.20
C -2.11 0.51 3.20
C -2.61 1.82 3.22
Cl -4.30 2.09 3.21
C -1.74 2.93 3.25
C -0.36 2.72 3.26
H 1.91 0.09 3.31
H -0.31 -0.70 3.18
H -2.81 -0.33 3.18
H -2.15 3.93 3.28
H 0.32 3.57 3.29
C -0.44 -2.57 -4.07
Si 0.36 -2.51 -2.39
C -0.90 -2.71 -1.04
C 1.79 -3.70 -2.26
O 1.08 -0.98 -2.30
C 1.02 -0.05 -1.28
C 2.02 -0.02 -0.35
C -0.07 0.86 -1.28
C -0.99 0.93 -2.31
O -2.15 1.56 -2.12
C -3.07 1.58 -3.22
H -0.91 -3.55 -4.22
H -1.20 -1.79 -4.17
H 0.32 -2.41 -4.85
H -1.37 -3.70 -1.13
H -0.44 -2.64 -0.04
H -1.69 -1.95 -1.10
H 1.43 -4.73 -2.32
H 2.50 -3.51 -3.07
H 2.32 -3.57 -1.31
H 1.97 0.75 0.41
H 2.87 -0.69 -0.40
H -0.17 1.49 -0.39
H -0.80 0.51 -3.31
H -3.84 2.29 -2.91
H -2.59 1.91 -4.15
H -3.51 0.59 -3.38

HOMO in eV: -7.78
Energy above the lowest of the compared OMol25 structures with the same formula, charge and spin in kcal/mol: 1.46
Frontier orbital gap in eV: 5.61
Total charge: 0

Entry 5:
The following is a quantum chemistry calculation of the ion C15H21BF3O4 with charge -1 in a non-equilibrium geometry, from OMol25.

Positions of all 44 atoms, in Å:
O 3.65 0.73 2.82
C 4.19 -0.22 2.31
O 5.15 -0.05 1.33
C 4.66 0.79 0.23
C 3.39 0.21 -0.49
C 2.08 0.97 0.03
C 0.98 1.08 -1.08
B 0.08 -0.31 -1.30
C -1.20 0.13 -2.25
O -2.52 -0.39 -1.86
C -3.23 0.47 -1.08
C -2.72 1.25 0.04
C -3.57 2.13 0.88
C -5.00 2.23 0.60
C -5.51 1.46 -0.54
C -4.68 0.59 -1.37
C -0.29 -1.10 0.09
C 0.69 -2.32 0.42
O 1.72 -1.98 1.36
C -0.20 -3.43 1.16
F -0.99 -2.88 2.17
F -1.05 -4.09 0.30
F 0.63 -4.34 1.80
H 3.90 -1.26 2.61
H 5.50 0.88 -0.51
H 4.52 1.81 0.66
H 3.47 0.50 -1.58
H 3.30 -0.90 -0.44
H 1.73 0.59 1.02
H 2.44 2.03 0.23
H 0.27 1.93 -0.84
H 1.46 1.32 -2.08
H 0.78 -1.03 -1.99
H -1.00 -0.22 -3.30
H -1.28 1.26 -2.32
H -1.65 1.20 0.33
H -3.08 2.68 1.72
H -5.62 2.87 1.27
H -6.60 1.54 -0.75
H -5.16 0.03 -2.21
H -0.25 -0.36 0.95
H -1.32 -1.54 0.13
H 1.05 -2.80 -0.52
H 1.26 -1.46 2.05

HOMO in eV: -5.05
Frontier orbital gap in eV: 8.20
Total charge: -1

Entry 6:
The following is a quantum chemistry calculation of the molecule C15H21BFN3O5 in a non-equilibrium geometry, from OMol25.

Positions of all 46 atoms, in Å:
O 0.15 -3.49 0.20
O 0.02 2.16 -2.91
F -2.35 -6.19 5.34
O 2.80 6.10 -1.86
O 1.78 4.53 -3.16
O -0.77 0.17 -3.52
B 1.92 5.07 -1.97
C -0.55 -2.49 0.39
C 0.02 0.99 -2.70
C -0.90 -5.22 3.66
C -3.05 -4.27 4.17
C -0.63 -4.16 2.83
C -2.82 -3.24 3.27
C -2.05 -5.21 4.36
C -1.61 -3.20 2.55
N -1.46 -2.36 1.42
N -0.51 -1.33 -0.40
N 2.27 0.32 -2.18
C 0.98 4.64 -0.82
C 1.50 3.29 -0.41
C -0.65 0.01 0.18
C 0.38 2.34 -0.10
C 0.38 -1.29 -1.56
C 0.65 0.82 -0.29
C 0.90 0.24 -1.72
H 3.09 6.59 -2.64
H 1.22 3.70 -3.18
H -1.17 0.75 -4.23
H -0.35 -6.09 3.84
H -3.98 -4.31 4.79
H 0.36 -4.19 2.32
H -3.58 -2.55 2.96
H -2.13 -1.67 1.24
H 2.72 -0.40 -2.77
H 2.54 1.29 -2.51
H 0.81 5.43 -0.06
H 0.07 4.44 -1.32
H 2.31 3.34 0.33
H 1.92 2.88 -1.31
H -0.66 0.01 1.33
H -1.60 0.52 -0.29
H -0.43 2.47 -0.89
H 0.08 2.53 0.95
H -0.27 -1.47 -2.41
H 1.13 -2.10 -1.32
H 1.50 0.63 0.39

HOMO in eV: -8.48
Frontier orbital gap in eV: 8.80
Total charge: 0
SMILES: N[C@@]1(C(=O)O)CN(C(=O)Nc2ccc(F)cc2)C[C@@H]1CCCB(O)O

Entry 7:
The following is a quantum chemistry calculation of a structure of composition C15H21BiF4N3O, from OMol25.

Positions of all 45 atoms, in Å:
Bi -0.13 0.35 0.59
C 1.75 1.54 -2.60
C 2.44 2.19 -1.41
N 2.29 1.45 -0.13
C 2.65 2.41 0.96
C 2.73 1.87 2.38
C 3.14 0.25 -0.10
C 2.49 -0.93 0.65
N 1.15 -1.26 0.09
C 1.09 -2.28 -0.86
C 0.53 -2.16 -2.13
F 0.02 -0.98 -2.51
C 0.50 -3.20 -3.04
F -0.04 -2.97 -4.23
C 1.04 -4.43 -2.73
C 1.59 -4.58 -1.48
F 2.10 -5.76 -1.12
C 1.61 -3.55 -0.56
F 2.09 -3.80 0.66
H 2.03 2.05 -3.51
H 0.66 1.60 -2.50
H 2.03 0.49 -2.71
H 2.02 3.18 -1.26
H 3.50 2.32 -1.62
H 1.92 3.22 0.91
H 3.62 2.85 0.71
H 1.78 1.52 2.77
H 3.06 2.69 3.03
H 3.47 1.08 2.48
H 4.11 0.48 0.36
H 3.34 -0.08 -1.12
H 2.39 -0.71 1.71
H 3.15 -1.79 0.57
H 1.03 -5.24 -3.45
N -3.18 -2.44 2.06
C -2.29 -1.72 1.39
O -1.34 -1.17 1.99
C -2.44 -1.56 -0.10
C -2.05 -0.15 -0.51
H -3.07 -2.58 3.05
H -3.95 -2.89 1.60
H -3.44 -1.82 -0.43
H -1.75 -2.29 -0.54
H -2.77 0.58 -0.12
H -2.01 -0.04 -1.59

HOMO in eV: -11.63
Energy above the lowest of the compared OMol25 structures with the same formula, charge and spin in kcal/mol: 8.56
Frontier orbital gap in eV: 8.12
Total charge: +1

Entry 8:
The following is a quantum chemistry calculation of a structure of composition C15H21BrGaS, from OMol25.

Positions of all 39 atoms, in Å:
C -2.91 3.23 -0.83
C -2.22 2.98 -2.18
S -0.58 3.71 -2.36
C 0.57 2.37 -1.98
Ga 0.06 0.91 -0.67
Br -0.10 -1.19 -1.95
H -3.37 2.31 -0.45
H -2.18 3.53 -0.08
H -3.67 4.01 -0.91
H -2.81 3.45 -2.98
H -2.17 1.92 -2.41
H 1.44 2.87 -1.54
H 0.91 1.92 -2.92
H -1.33 1.10 0.06
H 1.22 0.69 0.40
C 3.50 -1.51 -1.02
C 4.33 -0.65 -1.73
C 5.71 -0.74 -1.61
C 6.27 -1.70 -0.77
C 5.45 -2.56 -0.06
C 4.07 -2.46 -0.18
H 2.43 -1.43 -1.12
H 3.89 0.10 -2.38
H 6.35 -0.06 -2.16
H 7.35 -1.77 -0.68
H 5.88 -3.31 0.59
H 3.43 -3.13 0.38
C -4.48 -1.16 3.58
C -4.76 -0.87 2.25
C -3.74 -0.93 1.30
C -2.46 -1.28 1.68
C -2.18 -1.57 3.01
C -3.19 -1.51 3.96
H -5.27 -1.12 4.32
H -5.76 -0.59 1.96
H -3.95 -0.69 0.27
H -1.67 -1.32 0.94
H -1.18 -1.84 3.30
H -2.97 -1.74 5.00

HOMO in eV: -4.75
Frontier orbital gap in eV: 7.81
Total charge: -1

Entry 9:
The following is a quantum chemistry calculation of a cluster of 3 separate species, C15H21F2INOP2 in total, from OMol25.

Positions of all 43 atoms, in Å:
C -2.48 0.48 1.86
C -3.71 0.13 1.06
O -3.50 -1.03 0.21
C -2.78 -0.77 -0.94
P -1.39 -2.01 -1.13
I -0.70 -2.89 0.91
P 0.40 -1.28 -2.29
N 1.18 -2.28 -3.15
H -2.66 1.40 2.41
H -2.22 -0.31 2.57
H -1.61 0.66 1.22
H -4.55 -0.14 1.69
H -4.02 0.96 0.42
H -2.31 0.22 -0.96
H -3.38 -0.89 -1.85
H -1.87 -3.08 -1.89
H -0.20 -0.15 -2.89
H 1.04 -0.67 -1.19
H 0.87 -3.22 -3.34
F -2.00 3.65 1.28
C -2.52 4.19 2.42
C -3.72 4.85 2.34
C -4.25 5.39 3.52
C -3.56 5.25 4.72
C -2.35 4.58 4.75
C -1.81 4.04 3.59
H -4.23 4.95 1.39
H -5.19 5.92 3.48
H -3.97 5.67 5.62
H -1.81 4.48 5.69
H -0.86 3.52 3.59
F 5.38 -6.04 -3.56
C 5.62 -4.75 -3.24
C 6.91 -4.36 -2.93
C 7.13 -3.03 -2.60
C 6.09 -2.12 -2.59
C 4.80 -2.54 -2.90
C 4.56 -3.86 -3.23
H 7.70 -5.09 -2.95
H 8.14 -2.71 -2.36
H 6.28 -1.09 -2.33
H 3.98 -1.84 -2.90
H 3.57 -4.21 -3.49

HOMO in eV: -10.96
Frontier orbital gap in eV: 6.36
Total charge: +1

Entry 10:
The following is a quantum chemistry calculation of a cluster of 2 separate species, C15H21N2O5P2S2 in total in a non-equilibrium geometry, from OMol25.

Positions of all 47 atoms, in Å:
C 0.33 -1.97 3.78
C -0.56 -2.86 2.82
O 0.15 -3.76 1.99
C 1.13 -3.12 1.17
C 0.54 -2.12 0.12
C -0.84 -2.10 -0.31
C -1.37 -1.13 -1.28
P -3.15 -1.17 -1.73
O -3.49 -0.57 -3.21
O -3.68 -2.73 -1.60
S -4.15 -0.08 -0.42
C -0.44 -0.15 -1.82
C 1.00 -0.11 -1.46
C 1.46 -1.12 -0.48
P 3.30 -1.13 0.01
O 4.19 -1.18 -1.43
O 3.63 0.29 0.89
N 1.86 0.85 -2.07
C 1.39 2.21 -1.94
C 2.28 3.25 -1.42
C 1.74 4.61 -1.35
C 0.39 4.97 -1.76
C -0.49 3.93 -2.29
C 0.02 2.57 -2.37
S -0.96 1.15 -3.00
H -0.14 -1.97 4.80
H 0.23 -0.90 3.43
H 1.40 -2.28 3.85
H -1.27 -2.17 2.28
H -1.21 -3.50 3.49
H 1.61 -3.94 0.57
H 1.98 -2.66 1.76
H -1.58 -2.84 0.09
H -3.68 0.38 -3.14
H -4.23 -2.72 -0.79
H 4.99 -0.65 -1.24
H 2.81 0.79 1.08
H 2.84 0.74 -1.79
H 3.33 3.02 -1.10
H 2.40 5.40 -0.94
H -0.01 6.01 -1.68
H -1.52 4.10 -2.64
N -2.50 0.93 2.22
H -2.35 1.94 2.09
H -1.60 0.45 2.20
H -2.96 0.77 3.12
H -3.10 0.57 1.45

HOMO in eV: -10.82
Energy above the lowest of the compared OMol25 structures with the same formula, charge and spin in kcal/mol: 82.49
Frontier orbital gap in eV: 7.18
Total charge: +1

Entry 11:
The following is a quantum chemistry calculation of a cluster of 3 separate species, C15H21N3O6 in total, from OMol25.

Positions of all 45 atoms, in Å:
N 1.09 0.42 5.25
C 0.46 1.15 4.16
C -0.97 0.80 3.82
C -1.32 0.50 2.48
C -2.59 0.16 2.13
C -3.59 0.10 3.12
N -4.86 -0.24 2.76
C -5.74 -0.28 3.72
C -5.41 0.01 5.07
N -4.21 0.34 5.44
C -3.26 0.40 4.46
C -1.94 0.74 4.79
H 0.85 -0.57 5.17
H 0.71 0.72 6.14
H 0.52 2.22 4.40
H 1.06 0.99 3.26
H -0.53 0.55 1.73
H -2.86 -0.07 1.11
H -6.76 -0.57 3.47
H -6.18 -0.05 5.84
H -1.71 0.96 5.82
C 3.61 0.23 -2.12
O 2.80 0.09 -0.95
C 2.63 -1.17 -0.55
O 3.08 -2.15 -1.08
O 1.87 -1.16 0.55
C 1.61 -2.45 1.10
H 3.65 1.29 -2.33
H 4.61 -0.15 -1.95
H 3.16 -0.29 -2.96
H 2.53 -2.95 1.39
H 1.08 -3.07 0.38
H 0.98 -2.28 1.97
C 0.36 0.28 -4.36
O 1.34 0.90 -5.20
C 1.31 0.49 -6.47
O 0.54 -0.32 -6.93
O 2.26 1.13 -7.13
C 2.35 0.78 -8.52
H 0.50 0.71 -3.37
H -0.65 0.49 -4.71
H 0.51 -0.80 -4.32
H 1.42 1.03 -9.03
H 2.56 -0.28 -8.64
H 3.16 1.38 -8.92

HOMO in eV: -9.04
Energy above the lowest of the compared OMol25 structures with the same formula, charge and spin in kcal/mol: 31.39
Frontier orbital gap in eV: 8.84
Total charge: 0
SMILES: NCc1ccc2nccnc2c1.COC(=O)OC.COC(=O)OC